{"formula": "C70H169BF4N8O14Sr", "method": "ωB97M-V with the def2-TZVPD basis set", "elements": ["Sr", "C", "C", "N", "C", "C", "C", "C", "C", "O", "C", "H", "H", "H", "H", "H", "H", "H", "H", "H", "H", "H", "H", "H", "H", "H", "H", "H", "H", "H", "H", "C", "C", "N", "C", "C", "C", "C", "C", "O", "C", "H", "H", "H", "H", "H", "H", "H", "H", "H", "H", "H", "H", "H", "H", "H", "H", "H", "H", "H", "H", "C", "C", "N", "C", "C", "C", "C", "C", "O", "C", "H", "H", "H", "H", "H", "H", "H", "H", "H", "H", "H", "H", "H", "H", "H", "H", "H", "H", "H", "H", "C", "C", "N", "C", "C", "C", "C", "C", "O", "C", "H", "H", "H", "H", "H", "H", "H", "H", "H", "H", "H", "H", "H", "H", "H", "H", "H", "H", "H", "H", "C", "C", "N", "C", "C", "C", "C", "C", "O", "C", "H", "H", "H", "H", "H", "H", "H", "H", "H", "H", "H", "H", "H", "H", "H", "H", "H", "H", "H", "H", "C", "C", "N", "C", "C", "C", "C", "C", "O", "C", "H", "H", "H", "H", "H", "H", "H", "H", "H", "H", "H", "H", "H", "H", "H", "H", "H", "H", "H", "H", "C", "C", "N", "C", "C", "C", "C", "C", "O", "C", "H", "H", "H", "H", "H", "H", "H", "H", "H", "H", "H", "H", "H", "H", "H", "H", "H", "H", "H", "H", "C", "C", "N", "C", "C", "C", "C", "C", "O", "C", "H", "H", "H", "H", "H", "H", "H", "H", "H", "H", "H", "H", "H", "H", "H", "H", "H", "H", "H", "H", "B", "F", "F", "F", "F", "C", "C", "O", "O", "H", "H", "H", "C", "C", "O", "O", "H", "H", "H", "C", "C", "O", "O", "H", "H", "H"], "positions_angstrom": [[-0.5947, -0.3829, -0.8998], [-4.0704, 0.3629, -5.0744], [-3.6222, 1.6807, -4.3696], [-2.8588, 2.6289, -5.3852], [-2.2736, 3.8057, -4.5760], [-1.6287, 1.8214, -6.0019], [-0.6758, 2.4749, -7.0361], [-3.7335, 3.2066, -6.6040], [-5.2522, 3.4137, -6.2974], [-5.1561, 4.5090, -5.3892], [-6.2991, 4.6950, -4.5944], [-4.6052, 0.5686, -6.0017], [-4.8031, -0.0702, -4.3935], [-3.2203, -0.3104, -5.1841], [-3.0293, 1.4643, -3.4809], [-4.4907, 2.2984, -4.1413], [-1.7097, 4.4917, -5.2081], [-1.5780, 3.5176, -3.7879], [-3.1328, 4.3073, -4.1306], [-2.0868, 0.9827, -6.5262], [-1.1880, 1.4615, -5.0722], [-1.0871, 3.0470, -7.8678], [0.0307, 1.7915, -7.5070], [-0.0831, 3.2493, -6.5492], [-3.7340, 2.4264, -7.3653], [-3.3755, 4.1637, -6.9833], [-5.7386, 2.5253, -5.8944], [-5.7530, 3.7678, -7.1984], [-6.3801, 3.7951, -3.9847], [-7.2206, 4.8442, -5.1571], [-6.1860, 5.4756, -3.8421], [-7.2038, -4.3407, -3.3952], [-5.8864, -3.4728, -3.3239], [-4.4819, -4.1891, -3.4675], [-3.2973, -3.2272, -3.5825], [-4.2515, -4.8905, -2.0374], [-2.9359, -5.7034, -1.9594], [-4.5085, -5.2641, -4.6673], [-4.6319, -4.6912, -6.0888], [-3.3535, -4.1713, -6.4008], [-3.1633, -3.2536, -7.4250], [-7.3783, -4.8764, -2.4621], [-7.1891, -5.0167, -4.2502], [-8.2132, -3.9329, -3.4505], [-5.8417, -2.6924, -2.5642], [-5.8484, -2.8805, -4.2381], [-2.4967, -3.8911, -3.9083], [-3.1490, -2.6855, -2.6483], [-3.4944, -2.4734, -4.3448], [-5.1763, -5.4427, -1.8700], [-4.1417, -4.1362, -1.2583], [-2.0424, -5.0842, -2.0399], [-2.8797, -6.5212, -2.6778], [-2.9956, -6.0335, -0.9223], [-5.3445, -5.8904, -4.3559], [-3.6465, -5.9311, -4.6604], [-5.3802, -3.8994, -6.1230], [-4.9517, -5.5630, -6.6595], [-3.5470, -2.2886, -7.0939], [-3.7048, -3.4652, -8.3470], [-2.1464, -2.9704, -7.6967], [-0.0629, 5.2118, -0.8100], [1.4230, 4.8297, -0.5188], [2.5093, 5.1717, -1.6154], [2.5428, 6.7055, -1.6807], [3.8863, 4.5557, -1.2623], [4.5953, 5.0599, 0.0810], [1.9844, 4.7673, -2.9436], [1.8670, 3.1851, -3.1246], [3.0297, 2.5046, -3.3532], [2.9704, 1.1867, -3.2856], [-0.2154, 6.2905, -0.8474], [-0.6973, 4.7517, -0.0524], [-0.5093, 4.8963, -1.7530], [1.6356, 3.7731, -0.3565], [1.8267, 5.3083, 0.3734], [1.5721, 7.0444, -2.0427], [3.4226, 6.9996, -2.2530], [2.8755, 7.0626, -0.7060], [4.4534, 4.8074, -2.1585], [3.6329, 3.4956, -1.2491], [5.1086, 5.9779, -0.2051], [5.4805, 4.4531, 0.2715], [4.0032, 5.2103, 0.9837], [2.6651, 5.2324, -3.6567], [1.1230, 5.3844, -3.1988], [1.2673, 2.9436, -4.0022], [1.2048, 2.7086, -2.4017], [2.2480, 0.8030, -4.0060], [2.7288, 0.7760, -2.3053], [3.8298, 0.6242, -3.6505], [1.7435, -5.6278, 0.2152], [3.0996, -5.9148, -0.5397], [3.2747, -5.2109, -1.9141], [4.7593, -5.5571, -2.2839], [2.4586, -5.9367, -3.0756], [1.0101, -5.4341, -3.2620], [3.1595, -3.6486, -1.9286], [4.2273, -2.8035, -1.1915], [4.3727, -3.3248, 0.0764], [4.1341, -2.4359, 1.2125], [0.7897, -5.8208, -0.2759], [1.8091, -4.5766, 0.4961], [1.8848, -6.0701, 1.2013], [3.1256, -6.9387, -0.9126], [3.8681, -5.7298, 0.2109], [5.0238, -5.0834, -3.2292], [4.7692, -6.6428, -2.3800], [5.4453, -5.3540, -1.4615], [2.4333, -6.9841, -2.7747], [3.0105, -5.7506, -3.9969], [0.3632, -6.3074, -3.3461], [0.8716, -4.7567, -4.1047], [0.6561, -5.0457, -2.3071], [2.2078, -3.3673, -1.4777], [3.1516, -3.4048, -2.9909], [4.1347, -1.7200, -1.2657], [5.1591, -2.9907, -1.7251], [3.1050, -2.0838, 1.2839], [4.8340, -1.6015, 1.2561], [4.3551, -3.0260, 2.1019], [-1.3208, 3.0604, 3.0349], [-0.6303, 4.3179, 3.6696], [-0.8329, 4.5079, 5.1325], [-0.1530, 3.3790, 5.9259], [0.0622, 5.7406, 5.5890], [-0.0809, 6.1274, 7.0362], [-2.3260, 4.6477, 5.4071], [-2.9916, 5.8113, 4.7729], [-3.3604, 5.3983, 3.4851], [-4.6952, 5.4570, 3.0674], [-2.3992, 3.1806, 2.9311], [-1.0938, 2.2402, 3.7159], [-0.9557, 2.8170, 2.0371], [-0.7710, 5.3006, 3.2195], [0.4455, 4.1512, 3.6153], [-0.1658, 3.4882, 7.0104], [0.8614, 3.1990, 5.5700], [-0.5944, 2.4163, 5.6683], [-0.1247, 6.6569, 5.0290], [1.0712, 5.3779, 5.3930], [0.0547, 5.3456, 7.7836], [-1.1204, 6.3973, 7.2225], [0.6194, 6.9077, 7.3343], [-2.4440, 4.6379, 6.4906], [-2.7645, 3.7136, 5.0559], [-2.3650, 6.6913, 4.6279], [-3.8493, 6.1994, 5.3223], [-5.0839, 6.4737, 3.1245], [-5.3822, 5.1352, 3.8500], [-4.8263, 4.9604, 2.1059], [-7.1427, -0.5373, 0.1829], [-5.6235, -0.9466, 0.7119], [-5.3723, -0.4299, 2.2018], [-3.9665, -0.8570, 2.4454], [-5.4846, 1.1883, 2.3102], [-4.9119, 1.8075, 3.6855], [-6.4011, -1.0514, 3.2088], [-6.3383, -2.5747, 3.4018], [-5.0160, -2.9008, 3.8900], [-4.9725, -2.8734, 5.3558], [-7.8997, -0.8151, 0.9162], [-7.3361, -0.9590, -0.8035], [-7.1280, 0.5501, 0.1097], [-4.7959, -0.5253, 0.1412], [-5.6151, -2.0340, 0.6373], [-3.7657, -1.8862, 2.1479], [-3.8032, -0.6478, 3.5026], [-3.3309, -0.2454, 1.8050], [-6.5131, 1.4439, 2.0551], [-4.8280, 1.4756, 1.4890], [-5.4603, 1.3746, 4.5221], [-5.2371, 2.8430, 3.7856], [-3.8394, 1.6531, 3.8042], [-7.4088, -0.8871, 2.8272], [-6.4448, -0.5424, 4.1717], [-6.4409, -3.0880, 2.4457], [-7.1808, -2.8968, 4.0138], [-3.9261, -2.9308, 5.6557], [-5.4068, -3.7454, 5.8448], [-5.2512, -1.9194, 5.8032], [-0.9207, -2.6269, 5.0422], [0.4798, -2.0069, 4.5529], [1.7227, -2.4478, 5.3719], [1.4520, -2.4437, 6.8697], [1.9975, -3.9594, 4.8741], [3.1727, -4.6325, 5.6151], [2.9845, -1.5534, 5.1526], [2.8965, -0.0406, 5.5726], [2.9294, 0.0480, 7.0018], [2.7877, 1.4058, 7.4738], [-1.6954, -2.4796, 4.2897], [-1.3809, -2.2088, 5.9375], [-0.8525, -3.6948, 5.2495], [0.3554, -0.9341, 4.7008], [0.7458, -2.1318, 3.5032], [0.9873, -1.4985, 7.1503], [2.3120, -2.6319, 7.5124], [0.7562, -3.2696, 7.0176], [2.3326, -3.8086, 3.8479], [1.1741, -4.6737, 4.8754], [3.0569, -4.5942, 6.6983], [4.1917, -4.2940, 5.4280], [3.1116, -5.7208, 5.6237], [2.9905, -1.5850, 4.0631], [3.8829, -2.0665, 5.4955], [2.0799, 0.4482, 5.0412], [3.7887, 0.4381, 5.1690], [1.8722, 1.7912, 7.0249], [3.6648, 1.9427, 7.1126], [2.6600, 1.3599, 8.5553], [9.8777, 0.0370, -2.0720], [9.0749, 0.5809, -0.7937], [8.8483, -0.3889, 0.3703], [8.0150, -1.6213, -0.1299], [10.2319, -0.9895, 0.9623], [11.1016, 0.1494, 1.3664], [8.1487, 0.3759, 1.5571], [6.9371, 1.4008, 1.2271], [6.0425, 0.6020, 0.5096], [4.8889, 1.4307, 0.1520], [9.3756, -0.7596, -2.6211], [10.8967, -0.3500, -2.0720], [9.9562, 0.8954, -2.7392], [8.0703, 0.8043, -1.1527], [9.5130, 1.5047, -0.4158], [7.1264, -1.2290, -0.6245], [7.6853, -2.1508, 0.7640], [8.6359, -2.2155, -0.8004], [10.7013, -1.6399, 0.2242], [10.0641, -1.7094, 1.7633], [12.0731, -0.1986, 1.7172], [10.7684, 0.9262, 2.0546], [11.2391, 0.7006, 0.4361], [8.8322, 1.0018, 2.1307], [7.8598, -0.4661, 2.1862], [7.1973, 2.2376, 0.5788], [6.4514, 1.8508, 2.0929], [4.4696, 1.8076, 1.0848], [4.2172, 0.7988, -0.4290], [5.3593, 2.2105, -0.4470], [1.2516, 0.6661, 1.3353], [1.6930, 1.9453, 1.2844], [1.5812, 0.0577, 0.1433], [1.9154, 0.1244, 2.4517], [-0.1439, 0.5467, 1.4289], [-3.3977, 3.2170, -0.5881], [-2.5177, 2.0312, -0.8800], [-1.3392, 2.1467, -1.1643], [-3.0542, 0.9418, -0.9255], [-3.0750, 4.0301, -1.2383], [-3.6058, 3.4286, 0.4607], [-4.3822, 3.0488, -1.0246], [0.6006, -1.8298, -5.2094], [0.0499, -1.2519, -3.8002], [0.8722, -1.0966, -2.8923], [-1.1213, -0.8681, -3.5754], [-0.2041, -1.8704, -5.9435], [0.9889, -2.8295, -5.0145], [1.4357, -1.2858, -5.6508], [-1.5565, -4.2109, 1.2062], [-1.1294, -2.9382, 0.4703], [0.0195, -2.5127, 0.4141], [-2.0533, -2.2757, -0.0838], [-0.7035, -4.2824, 1.8809], [-1.5838, -5.0515, 0.5128], [-2.4976, -4.0942, 1.7435]], "total_energy_ha": -4712.80543, "total_charge": 6, "gap_ha": 0.341}